Entry 1:
Formula: C6H11O
Source: the OMol25 dataset
Level of theory: ωB97M-V/def2-TZVPD

Last columns: bonded neighbours and bond lengths (Å).
Positions of all 18 atoms, in Å:
1 C -1.739 -1.128 -1.335  O2 1.445, C3 1.554, H8 1.053, H9 1.081
2 O -2.126 -2.187 -2.239  C1 1.445
3 C -0.668 -1.338 -0.229  C1 1.554, C4 1.559, H10 1.117, H11 1.256
4 C -0.464 -0.117 0.719  C3 1.559, C5 1.488, H12 1.185, H13 1.122
5 C 0.771 0.686 0.508  C4 1.488, C6 1.672, H14 1.134
6 C 1.890 1.197 1.640  C5 1.672, C7 1.607
7 C 2.556 2.557 1.100  C6 1.607, H16 1.136, H17 1.183, H18 1.120
8 H -2.460 -0.809 -0.637  C1 1.053
9 H -1.566 -0.313 -2.025  C1 1.081
10 H -1.007 -2.221 0.364  C3 1.117
11 H 0.465 -1.725 -0.608  C3 1.256
12 H -1.379 0.632 0.639  C4 1.185
13 H -0.384 -0.494 1.773  C4 1.122
14 H 0.814 0.902 -0.605  C5 1.134
15 H 0.509 1.634 1.639  no bonds
16 H 3.568 2.845 1.531  C7 1.136
17 H 1.815 3.414 1.443  C7 1.183
18 H 2.551 2.477 -0.017  C7 1.120

**Relative energy (zero: lowest compared OMol25 entry of this formula, charge and spin)**: 6.172 eV
**Charge**: -1
**Total energy**: -310.1899 Eh



Entry 2:
Formula: C3H8ClIN3
Source: the OMol25 dataset
Level of theory: ωB97M-V/def2-TZVPD

Last columns: bonded neighbours and bond lengths (Å).
Positions of all 16 atoms, in Å:
1 C 0.246 0.741 1.851  C3 1.378, N4 1.374, I8 2.056
2 C -1.325 -1.044 -2.415  N5 1.281, Cl7 1.651, H9 1.110
3 C 0.627 1.302 0.652  C1 1.378, N6 1.434, H10 1.069
4 N 0.003 -0.595 2.065  C1 1.374, H11 1.003, H13 0.977
5 N -0.757 -0.792 -1.294  C2 1.281, H16 0.963
6 N 1.100 0.650 -0.535  C3 1.434, H12 1.041, H14 0.993, H15 0.985
7 Cl -2.473 -2.098 -2.958  C2 1.651
8 I -0.062 1.891 3.527  C1 2.056
9 H -0.807 -0.649 -3.314  C2 1.110
10 H 0.498 2.357 0.537  C3 1.069
11 H 0.033 -0.903 3.019  N4 1.003
12 H 0.247 0.290 -1.010  N6 1.041
13 H 0.446 -1.186 1.426  N4 0.977
14 H 1.611 -0.097 -0.125  N6 0.993
15 H 1.775 1.236 -0.948  N6 0.985
16 H -1.161 -1.104 -0.478  N5 0.963

**Relative energy (zero: lowest compared OMol25 entry of this formula, charge and spin)**: 1.376 eV
**Charge**: +1
**Total energy**: -1040.9510 Eh



Entry 3:
Formula: C11H15N
Source: the OMol25 dataset
Level of theory: ωB97M-V/def2-TZVPD

Last columns: bonded neighbours and bond lengths (Å).
Positions of all 27 atoms, in Å:
1 C -0.060 -1.810 -3.385  C2 1.485, H11 1.097, H12 1.099, H13 1.081
2 C 0.721 -1.814 -2.122  C1 1.485, C3 1.367, C10 1.454
3 C 1.492 -2.804 -1.580  C2 1.367, N4 1.389, H14 1.081
4 N 1.848 -2.552 -0.261  C3 1.389, C5 1.383, H15 1.001
5 C 1.435 -1.263 0.023  N4 1.383, C6 1.370, C10 1.421
6 C 1.394 -0.529 1.179  C5 1.370, C7 1.388, H16 1.088
7 C 1.053 0.816 1.129  C6 1.388, C8 1.397, H17 1.076
8 C 0.632 1.383 -0.077  C7 1.397, C9 1.404, H18 1.082
9 C 0.530 0.618 -1.249  C8 1.404, C10 1.393, H19 1.082
10 C 0.816 -0.742 -1.145  C2 1.454, C5 1.421, C9 1.393
11 H 0.305 -2.660 -3.976  C1 1.097
12 H 0.060 -0.895 -3.982  C1 1.099
13 H -1.121 -1.903 -3.202  C1 1.081
14 H 1.715 -3.724 -2.102  C3 1.081
15 H 1.838 -3.338 0.358  N4 1.001
16 H 1.817 -0.945 2.090  C6 1.088
17 H 1.063 1.395 2.036  C7 1.076
18 H 0.424 2.445 -0.076  C8 1.082
19 H 0.174 1.048 -2.176  C9 1.082
20 C -1.700 1.624 2.718  C21 1.538, H22 1.081, H23 1.093, H24 1.093
21 C -2.373 2.759 1.928  C20 1.538, H25 1.083, H26 1.081, H27 1.089
22 H -1.515 0.748 2.114  C20 1.081
23 H -0.669 1.910 2.940  C20 1.093
24 H -2.342 1.137 3.455  C20 1.093
25 H -1.650 3.290 1.321  C21 1.083
26 H -3.190 2.320 1.373  C21 1.081
27 H -2.697 3.488 2.668  C21 1.089

**Relative energy (zero: lowest compared OMol25 entry of this formula, charge and spin)**: 0.952 eV
**Charge**: 0
**Total energy**: -482.8802 Eh
**SMILES**: Cc1c[nH]c2ccccc12.CC



- Among the records above, which one has the highest relative energy (zero: lowest compared OMol25 entry of this formula, charge and spin)?
  C6H11O



- What is the relative energy (zero: lowest compared OMol25 entry of this formula, charge and spin) in the third record?
  0.952 eV



- Look up the relative energy (zero: lowest compared OMol25 entry of this formula, charge and spin) of the first one.
  6.172 eV



Repeat the second record exactly.
Formula: C3H8ClIN3
Source: the OMol25 dataset
Level of theory: ωB97M-V/def2-TZVPD

Last columns: bonded neighbours and bond lengths (Å).
Positions of all 16 atoms, in Å:
1 C 0.246 0.741 1.851  C3 1.378, N4 1.374, I8 2.056
2 C -1.325 -1.044 -2.415  N5 1.281, Cl7 1.651, H9 1.110
3 C 0.627 1.302 0.652  C1 1.378, N6 1.434, H10 1.069
4 N 0.003 -0.595 2.065  C1 1.374, H11 1.003, H13 0.977
5 N -0.757 -0.792 -1.294  C2 1.281, H16 0.963
6 N 1.100 0.650 -0.535  C3 1.434, H12 1.041, H14 0.993, H15 0.985
7 Cl -2.473 -2.098 -2.958  C2 1.651
8 I -0.062 1.891 3.527  C1 2.056
9 H -0.807 -0.649 -3.314  C2 1.110
10 H 0.498 2.357 0.537  C3 1.069
11 H 0.033 -0.903 3.019  N4 1.003
12 H 0.247 0.290 -1.010  N6 1.041
13 H 0.446 -1.186 1.426  N4 0.977
14 H 1.611 -0.097 -0.125  N6 0.993
15 H 1.775 1.236 -0.948  N6 0.985
16 H -1.161 -1.104 -0.478  N5 0.963

**Relative energy (zero: lowest compared OMol25 entry of this formula, charge and spin)**: 1.376 eV
**Charge**: +1
**Total energy**: -1040.9510 Eh